No. 1
ORCA calculation (wB97M-V/def2-TZVPD) on a 2-piece molecular cluster, H3NO2S2 overall.

```
! wB97M-V def2-TZVPD RIJCOSX def2/J DEFGRID3
* xyz 0 1
N 0.293 -0.282 0.069
O 0.472 2.360 0.005
O 1.147 -1.209 0.555
S 1.429 3.389 -2.553
S 1.524 3.240 -0.591
H -0.395 -0.165 0.819
H -0.346 -0.643 -0.557
H 0.737 0.692 -0.062
*
```

For the LUMO energy, the calculation gives -3.0 eV. The calculation puts the HOMO-LUMO gap at 5.060 eV. The energy above the lowest of the compared OMol25 structures with the same formula, charge and spin comes out at 239.2 kJ/mol. For the highest occupied orbital energy, the calculation gives -8.096 eV.

Charges per atom according to Mulliken partitioning, unit e:
1 N -0.073
2 O -0.480
3 O -0.691
4 S -0.068
5 S 0.485
6 H 0.261
7 H 0.253
8 H 0.314

---

No. 2
ORCA calculation (wB97M-V/def2-TZVPD) on C8H9N6O6TeW as an isolated structure.

```
! wB97M-V def2-TZVPD RIJCOSX def2/J DEFGRID3
* xyz 3 1
W 0.748 -0.213 -0.340
O -2.876 0.392 -2.436
C -1.920 0.011 -1.678
O -0.782 0.534 -1.647
C -2.164 -1.117 -0.764
C -3.330 -1.821 -0.568
C -3.338 -2.813 0.421
C -2.200 -3.031 1.188
C -1.073 -2.269 0.921
N -1.053 -1.360 -0.046
C 0.215 -2.308 1.684
O 0.509 -3.005 2.576
O 1.056 -1.309 1.166
H -2.661 1.149 -3.016
H -4.212 -1.602 -1.158
H -4.235 -3.391 0.600
H -2.173 -3.765 1.984
N 2.939 0.269 0.426
N 3.344 1.583 0.084
C 2.364 2.471 -0.113
N 2.554 3.758 -0.127
N 1.138 1.874 -0.303
N 0.068 2.338 0.471
O -0.621 1.350 0.820
O -0.126 3.468 0.720
H 2.969 0.142 1.444
H 3.610 -0.388 0.030
H 4.320 1.840 0.189
H 3.441 4.180 0.127
H 1.802 4.389 -0.380
Te 1.686 -1.356 -2.275
*
```

For the LUMO energy (alpha / beta), the calculation gives -12.5 / -12.3 eV. The calculation puts the HOMO-LUMO gap (alpha / beta) at 7.084 / 7.565 eV. The energy above the lowest of the compared OMol25 structures with the same formula, charge and spin comes out at 0.0 kJ/mol. For the highest occupied orbital energy (alpha / beta), the calculation gives -19.610 / -19.883 eV.

Here are the Mulliken charges for atoms 1 to 8, given in e:
1 W 1.377
2 O -0.341
3 C 0.550
4 O -0.550
5 C 0.613
6 C -0.612
7 C -0.365
8 C -0.739

---

No. 3
ORCA calculation (wB97M-V/def2-TZVPD) on C32H85Ag2N5O13 as an isolated structure.

```
! wB97M-V def2-TZVPD RIJCOSX def2/J DEFGRID3
* xyz 2 3
Ag 1.665 0.726 6.511
Ag 0.477 -5.877 4.107
C 0.839 -0.317 -0.546
C 1.067 -0.401 0.988
O 0.875 -1.459 1.610
O 1.274 0.629 1.638
H 1.712 -0.596 -1.137
H 0.650 0.747 -0.689
H 0.016 -0.966 -0.844
C 0.173 -4.514 11.049
C 0.284 -3.433 9.967
O 0.388 -2.252 10.286
O 0.389 -3.700 8.736
H 0.202 -4.057 12.038
H 0.941 -5.260 10.845
H -0.772 -5.057 11.040
C -1.074 9.476 -5.951
C -0.384 9.229 -4.583
C 0.712 8.223 -4.724
O 0.135 6.966 -5.112
C 1.056 5.942 -5.325
N 0.189 10.455 -4.009
H -1.772 10.306 -5.836
H -1.629 8.624 -6.345
H -0.334 9.734 -6.708
H -1.177 8.869 -3.928
H 1.330 7.991 -3.857
H 1.368 8.499 -5.550
H 1.604 5.823 -4.390
H 1.612 6.240 -6.213
H 0.472 5.035 -5.483
H 0.609 10.184 -3.131
H -0.560 11.065 -3.714
C 7.130 4.275 1.737
C 6.682 4.638 0.309
C 7.115 3.593 -0.744
O 6.691 3.973 -2.049
C 7.215 3.009 -2.943
N 5.219 4.637 0.283
H 6.845 5.000 2.499
H 8.219 4.260 1.792
H 6.772 3.308 2.091
H 7.122 5.585 -0.002
H 6.711 2.632 -0.428
H 8.199 3.663 -0.654
H 8.276 2.822 -2.775
H 7.068 3.328 -3.975
H 6.664 2.081 -2.797
H 4.871 3.783 0.694
H 4.963 4.576 -0.692
C 6.892 -5.574 1.971
C 6.295 -6.812 2.660
C 7.352 -7.842 3.003
O 6.753 -9.086 3.320
C 7.626 -10.167 3.551
N 5.555 -6.390 3.839
H 7.551 -5.751 1.120
H 7.398 -4.961 2.716
H 6.100 -4.957 1.547
H 5.581 -7.288 1.989
H 7.917 -7.471 3.859
H 8.050 -7.946 2.173
H 8.436 -9.968 4.252
H 8.063 -10.501 2.610
H 6.980 -10.962 3.924
H 5.984 -5.520 4.119
H 5.826 -6.951 4.633
C -7.633 10.516 1.952
C -7.197 9.093 1.712
C -5.669 8.857 1.926
O -5.305 7.512 1.691
C -3.909 7.261 1.842
N -8.019 8.278 2.573
H -7.270 10.737 2.955
H -8.714 10.619 1.862
H -7.162 11.109 1.167
H -7.391 8.820 0.675
H -5.373 9.134 2.938
H -5.202 9.470 1.155
H -3.486 7.643 2.771
H -3.387 7.821 1.067
H -3.629 6.211 1.760
H -7.846 8.490 3.545
H -7.552 7.385 2.520
C -4.877 -8.056 1.169
C -3.421 -7.608 1.341
C -2.487 -7.569 0.047
O -1.229 -7.080 0.449
C -0.500 -6.951 -0.805
N -3.373 -6.339 2.003
H -5.528 -7.367 0.630
H -5.390 -8.374 2.077
H -4.934 -8.964 0.570
H -2.937 -8.445 1.844
H -2.947 -6.922 -0.701
H -2.425 -8.518 -0.485
H -1.055 -6.267 -1.446
H -0.552 -7.890 -1.358
H 0.488 -6.501 -0.709
H -4.052 -6.411 2.747
H -3.865 -5.707 1.388
C -5.238 -0.347 6.367
C -4.212 0.291 5.435
O -3.214 0.986 6.199
H -4.803 -1.115 7.007
H -6.015 -0.793 5.747
H -5.647 0.439 7.001
H -4.679 0.905 4.665
H -3.715 -0.516 4.898
H -3.708 1.716 6.579
C -3.540 -3.279 -6.979
C -4.003 -4.761 -6.815
O -2.844 -5.578 -6.950
H -2.845 -3.080 -6.164
H -4.342 -2.554 -6.841
H -2.974 -3.091 -7.892
H -4.818 -5.115 -7.446
H -4.294 -4.839 -5.767
H -3.066 -6.484 -6.723
C -7.055 0.153 -1.423
C -5.867 -0.724 -1.103
O -6.296 -1.986 -0.849
H -7.508 -0.145 -2.368
H -6.690 1.166 -1.589
H -7.756 0.056 -0.593
H -5.256 -0.345 -0.284
H -5.234 -0.761 -1.990
H -6.834 -2.246 -1.600
C 4.259 -2.065 -7.993
C 4.170 -3.301 -7.059
O 4.923 -4.328 -7.656
H 3.754 -1.208 -7.545
H 3.739 -2.292 -8.924
H 5.297 -1.773 -8.153
H 3.154 -3.673 -6.921
H 4.714 -3.096 -6.137
H 5.811 -4.092 -7.380
*
```

For the LUMO energy (alpha / beta), the calculation gives -8.8 / -8.8 eV. The calculation puts the HOMO-LUMO gap (alpha / beta) at 2.551 / 2.559 eV. As for the expectation value of S²: 2.018. For the highest occupied orbital energy (alpha / beta), the calculation gives -11.352 / -11.352 eV.

Here are the Mulliken charges for atoms 1 to 8, given in e:
1 Ag 0.998
2 Ag 0.967
3 C -0.799
4 C 0.783
5 O -0.420
6 O -0.424
7 H 0.273
8 H 0.291

---

No. 4
ORCA calculation (wB97M-V/def2-TZVPD) on a 2-piece molecular cluster, C5H8N2O2 overall.

```
! wB97M-V def2-TZVPD RIJCOSX def2/J DEFGRID3
* xyz 0 1
N 3.199 -1.269 0.113
C 2.460 -0.121 -0.022
O 3.182 1.020 -0.209
N 1.181 0.023 -0.058
O 0.487 -1.134 -0.293
H 2.863 -2.234 0.120
H 4.103 -1.319 -0.261
H 2.550 1.679 0.065
H -0.392 -1.053 0.069
C -3.159 -1.358 -0.401
C -2.806 -0.353 0.133
C -2.409 0.944 0.645
C -1.815 1.854 -0.046
H -3.562 -2.332 -0.872
H -2.646 1.056 1.672
H -1.578 2.786 0.468
H -1.658 1.811 -1.123
*
```

For the LUMO energy, the calculation gives 0.9 eV. The calculation puts the HOMO-LUMO gap at 9.207 eV. The energy above the lowest of the compared OMol25 structures with the same formula, charge and spin comes out at 539.7 kJ/mol. For the highest occupied orbital energy, the calculation gives -8.297 eV.

Here are the Mulliken charges for atoms 1 to 8, given in e:
1 N -0.420
2 C 0.503
3 O -0.497
4 N -0.361
5 O -0.367
6 H 0.237
7 H 0.225
8 H 0.335